# 1
The following is a DFT calculation (the ωB97M-V functional and the def2-TZVPD basis) of a structure of composition C6H8N.

Calculated values
Strongest force on any atom in eV Å⁻¹: 4.53
Energy above the lowest of the compared OMol25 structures with the same formula, charge and spin in kcal per mole: 127.2
Frontier orbital gap in eV: 10.462
Net charge: +1
Multiplicity: 1

Each line ends with the natural charge from an NBO analysis.
CARTESIAN COORDINATES (ANGSTROEM)
C: -2.053 0.410 0.367  -0.16
C: -1.045 -0.621 0.712  -0.03
C: -0.349 -1.158 -0.525  -0.18
C: 2.274 0.032 0.213  -0.32
C: 1.205 0.836 0.253  -0.04
C: -1.206 0.955 -0.468  0.00
N: -0.024 0.214 -0.050  -0.26
H: -3.113 0.451 0.515  0.27
H: 0.514 -1.910 -0.514  0.26
H: -0.845 -1.245 -1.437  0.24
H: 3.302 0.488 0.244  0.25
H: 2.183 -0.832 -0.329  0.20
H: 1.136 1.867 0.519  0.25
H: -0.863 -1.185 1.664  0.28
H: -1.117 1.700 -1.165  0.24



# 2
The following is a DFT calculation (the ωB97M-V functional and the def2-TZVPD basis) of the ion C6H8N with charge +1.

Calculated values
Strongest force on any atom in eV Å⁻¹: 9.93
SMILES: C1=CCC=[N+]=CC1
Energy above the lowest of the compared OMol25 structures with the same formula, charge and spin in kcal per mole: 129.7
Frontier orbital gap in eV: 8.611
Net charge: +1
Multiplicity: 1

Each line ends with the natural charge from an NBO analysis.
CARTESIAN COORDINATES (ANGSTROEM)
C: 0.765 1.233 0.023  0.29
C: -1.000 0.839 1.663  0.27
C: -0.948 -0.692 1.047  -0.49
C: 0.042 -1.297 -0.220  -0.16
C: 0.711 0.678 -1.366  -0.52
C: 0.725 -0.821 -1.315  -0.15
N: -0.076 1.383 0.958  -0.28
H: 1.829 1.456 0.230  0.24
H: -1.676 0.995 2.392  0.25
H: -0.743 -1.424 1.866  0.26
H: -2.071 -0.891 0.812  0.28
H: -0.212 -2.348 -0.170  0.23
H: -0.214 1.060 -1.922  0.26
H: 1.581 1.043 -1.900  0.26
H: 1.287 -1.213 -2.099  0.26



# 3
The following is a DFT calculation (the ωB97M-V functional and the def2-TZVPD basis) of the ion C6H8N with charge +1.

Calculated values
Strongest force on any atom in eV Å⁻¹: 5.00
SMILES: CC=[N+]=C1[C@H]2C[C@@H]12
Energy above the lowest of the compared OMol25 structures with the same formula, charge and spin in kcal per mole: 132.1
Frontier orbital gap in eV: 9.849
Net charge: +1
Multiplicity: 1

Each line ends with the natural charge from an NBO analysis.
CARTESIAN COORDINATES (ANGSTROEM)
C: 0.516 0.332 -0.020  0.42
C: -1.869 0.468 -0.596  0.25
C: 2.780 0.242 -0.428  -0.36
C: 1.726 -0.861 -0.215  -0.16
C: 1.777 0.372 0.654  -0.25
C: -2.843 -0.276 0.291  -0.67
N: -0.678 0.384 -0.257  -0.29
H: -2.123 1.018 -1.467  0.24
H: 3.819 0.136 0.008  0.27
H: 2.731 0.982 -1.307  0.25
H: 1.648 -1.924 0.148  0.28
H: 1.691 0.534 1.643  0.26
H: -3.445 0.530 0.742  0.27
H: -3.484 -0.973 -0.123  0.26
H: -2.245 -0.962 0.925  0.24



# 4
The following is a DFT calculation (the ωB97M-V functional and the def2-TZVPD basis) of an isolated molecule of C6H8N2.

Calculated values
Strongest force on any atom in eV Å⁻¹: 5.23
SMILES: N#CC1=C(N)CCC1
Energy above the lowest of the compared OMol25 structures with the same formula, charge and spin in kcal per mole: 19.9
Frontier orbital gap in eV: 8.897
Multiplicity: 1

Each line ends with the natural charge from an NBO analysis.
CARTESIAN COORDINATES (ANGSTROEM)
N: 2.356 -1.410 -2.090  -0.35
C: 1.802 -1.074 -1.158  0.28
C: 0.816 -0.501 -0.259  -0.27
C: -0.320 0.140 -0.756  0.28
N: -0.389 0.480 -2.102  -0.81
C: 0.807 -0.604 1.239  -0.40
C: -1.297 0.655 0.333  -0.44
C: -0.466 0.219 1.639  -0.39
H: -1.306 0.904 -2.425  0.40
H: 0.413 0.424 -2.635  0.41
H: 0.761 -1.716 1.444  0.20
H: 1.773 -0.342 1.669  0.22
H: -1.336 1.815 0.329  0.22
H: -2.295 0.250 0.235  0.22
H: -1.183 -0.303 2.305  0.21
H: -0.137 1.062 2.232  0.21



The records above give, respectively, LUMO energy values of -4.0; -5.7; -4.6; 0.8 eV.